DFT (ωB97M-V/def2-TZVPD) results for a structure of composition C34H60F21InN3O21S7.

```
147
C34H60F21InN3O21S7 | the OMol25 dataset | ωB97M-V/def2-TZVPD
In 0.7659 -0.0934 1.1250
C 1.7975 6.4860 -4.3163
C 1.4559 5.0879 -4.7533
C 2.5365 3.9895 -4.3847
N 1.9834 2.5580 -4.6350
C 1.3724 2.4259 -6.0892
C 2.4430 2.4069 -7.1147
C 3.4921 1.3013 -6.8930
C 4.1516 1.4460 -5.4554
C 3.0708 1.4586 -4.3660
C 0.8948 2.1542 -3.5448
H 1.0540 7.2131 -4.6428
H 2.6709 6.8951 -4.8242
H 2.0423 6.4422 -3.2551
H 1.5752 5.1607 -5.8343
H 0.4404 4.9166 -4.3961
H 2.8627 3.9773 -3.3447
H 3.4267 4.0754 -5.0079
H 0.5562 3.1450 -6.1568
H 0.8663 1.4832 -5.8809
H 3.0119 3.3357 -7.0741
H 2.1828 2.3591 -8.1721
H 4.2515 1.3300 -7.6744
H 3.0771 0.2950 -6.8361
H 4.7974 2.3241 -5.4504
H 4.8561 0.6145 -5.4712
H 3.3801 1.6117 -3.3321
H 2.5531 0.5133 -4.5292
H 0.5398 1.1317 -3.6736
H 0.0481 2.8393 -3.5883
H 1.2565 2.2306 -2.5194
C -5.9578 6.9110 2.5335
C -4.5612 6.2869 2.3983
C -4.2429 5.6050 3.7982
N -3.0109 4.6266 3.7375
C -2.6954 4.1983 5.1773
C -3.8128 3.2845 5.6751
C -4.1813 2.1542 4.7737
C -4.4167 2.5811 3.3598
C -3.2000 3.4365 2.7938
C -1.7572 5.4243 3.3683
H -5.9505 7.6377 3.3458
H -6.8280 6.2596 2.6147
H -6.1871 7.4256 1.6003
H -3.8052 7.0650 2.2926
H -4.5359 5.7217 1.4666
H -5.1138 5.0033 4.0582
H -4.0209 6.2525 4.6465
H -2.5430 5.0451 5.8465
H -1.7719 3.6458 5.0044
H -4.7076 3.8437 5.9485
H -3.4752 2.9308 6.6493
H -5.0733 1.6670 5.1675
H -3.4604 1.3371 4.7480
H -5.3525 3.1401 3.3650
H -4.5305 1.7068 2.7190
H -3.3113 3.7027 1.7427
H -2.2543 2.9057 2.9033
H -1.6411 6.2287 4.0946
H -1.8774 5.9310 2.4107
H -0.8538 4.8287 3.2373
C -2.8746 -4.9731 0.1985
C -1.7825 -5.5682 -0.7188
C -0.3838 -5.7238 -0.0062
N 0.6828 -6.4026 -0.8334
C 2.0896 -6.2533 -0.0807
C 2.0275 -7.1285 1.1751
C 1.7170 -8.5940 0.8736
C 0.4847 -8.7818 -0.0147
C 0.4341 -7.8634 -1.2354
C 0.8140 -5.6755 -2.2482
H -3.2871 -5.5637 1.0164
H -3.7913 -4.6431 -0.2903
H -2.3666 -4.1501 0.7011
H -1.7206 -4.9412 -1.6083
H -2.1663 -6.5129 -1.1038
H -0.5407 -6.2945 0.9091
H -0.0537 -4.6891 0.0862
H 2.1546 -5.1757 0.0697
H 2.8892 -6.5982 -0.7363
H 1.4215 -6.6169 1.9229
H 2.9779 -6.9920 1.6912
H 1.5692 -8.9934 1.8769
H 2.6038 -9.1187 0.5180
H -0.3876 -8.4568 0.5524
H 0.3473 -9.7838 -0.4212
H -0.4814 -7.9606 -1.8188
H 1.2409 -8.0576 -1.9421
H -0.1369 -5.7825 -2.7702
H 1.6567 -5.9593 -2.8786
H 0.8691 -4.6012 -2.0723
C 1.3352 -1.9698 -3.6014
F 1.3951 -3.2371 -4.0505
F 2.5773 -1.5703 -3.2776
F 0.8021 -1.1570 -4.4782
S 0.1769 -1.9057 -2.0126
O -0.0150 -0.4758 -1.7421
O -1.0041 -2.6893 -2.3969
O 0.9079 -2.3900 -0.8202
C -2.5207 3.0179 -1.4970
F -3.3709 2.6849 -0.5150
F -2.3212 2.0746 -2.4602
F -3.0135 4.0936 -2.1704
S -0.7945 3.5276 -0.6540
O -0.0941 4.3861 -1.6532
O -1.2057 4.2687 0.5293
O -0.1551 2.2362 -0.3152
C 1.0253 0.6848 6.0960
F 1.4515 -0.5969 5.9128
F -0.1772 0.6067 6.7490
F 1.9398 1.4024 6.8215
S 0.8487 1.6638 4.4276
O 0.9338 3.0857 4.6549
O 1.8824 1.1608 3.4992
O -0.4166 1.3258 3.7216
C -1.4646 -4.1508 4.0038
F -2.4435 -3.7005 3.2049
F -1.8985 -4.8565 5.0723
F -0.6848 -5.0645 3.2962
S -0.3213 -2.6882 4.5880
O 0.0736 -1.9525 3.3589
O -1.0547 -1.9033 5.5689
O 0.8463 -3.3560 5.1682
C 5.5997 0.8988 -1.1140
F 5.9535 -0.1955 -0.3461
F 6.5759 1.7247 -1.1406
F 5.4040 0.4023 -2.3782
S 4.0491 1.8162 -0.4354
O 4.3561 2.2833 0.9407
O 3.8485 2.9025 -1.4234
O 2.9686 0.8094 -0.4853
C -3.6552 -0.7987 -0.4768
F -4.0214 -2.0579 -0.7335
F -2.8417 -0.2640 -1.3700
F -4.6832 -0.0120 -0.4949
S -2.7904 -0.7349 1.2417
O -1.6885 -1.6957 1.1052
O -2.1099 0.5810 1.4026
O -3.7549 -1.0175 2.2773
C 4.6067 -3.6057 0.2412
F 4.7943 -4.8512 0.0772
F 5.7802 -2.9190 0.0792
F 3.8372 -3.1690 -0.7284
S 3.7077 -3.2127 1.8901
O 2.8699 -4.4184 2.1319
O 4.8005 -3.0680 2.8958
O 2.8632 -1.9995 1.6175
```

- HOMO level (eV) = -6.05
- DFT total energy (eV) = -221781.489
- frontier orbital gap (eV) = 3.591
- total charge = -1

Mulliken population analysis, charges in e, atoms 1 to 99: number 1, In, carries 3.544; number 2, C, carries -1.666; number 3, C, carries -0.355; number 4, C, carries -0.531; number 5, N, carries 0.404; number 6, C, carries -0.603; number 7, C, carries -0.818; number 8, C, carries -0.859; number 9, C, carries -0.886; number 10, C, carries 0.594; number 11, C, carries -0.856; number 12, H, carries 0.376; number 13, H, carries 0.396; number 14, H, carries 0.377; number 15, H, carries 0.301; number 16, H, carries 0.327; number 17, H, carries 0.369; number 18, H, carries 0.654; number 19, H, carries 0.521; number 20, H, carries 0.489; number 21, H, carries 0.242; number 22, H, carries 0.450; number 23, H, carries 0.500; number 24, H, carries 0.295; number 25, H, carries 0.431; number 26, H, carries 0.386; number 27, H, carries -0.414; number 28, H, carries -0.046; number 29, H, carries 0.194; number 30, H, carries 0.490; number 31, H, carries 0.015; number 32, C, carries -1.488; number 33, C, carries -0.116; number 34, C, carries -0.934; number 35, N, carries 0.382; number 36, C, carries -0.208; number 37, C, carries -0.770; number 38, C, carries -0.477; number 39, C, carries -1.003; number 40, C, carries 0.043; number 41, C, carries -1.112; number 42, H, carries 0.348; number 43, H, carries 0.362; number 44, H, carries 0.434; number 45, H, carries 0.355; number 46, H, carries 0.170; number 47, H, carries 0.380; number 48, H, carries 0.519; number 49, H, carries 0.445; number 50, H, carries 0.103; number 51, H, carries 0.345; number 52, H, carries 0.549; number 53, H, carries 0.420; number 54, H, carries 0.111; number 55, H, carries 0.475; number 56, H, carries 0.328; number 57, H, carries -0.005; number 58, H, carries 0.123; number 59, H, carries 0.557; number 60, H, carries 0.338; number 61, H, carries 0.269; number 62, C, carries -1.127; number 63, C, carries -0.356; number 64, C, carries -0.144; number 65, N, carries 0.530; number 66, C, carries 0.078; number 67, C, carries -0.490; number 68, C, carries -0.995; number 69, C, carries -0.591; number 70, C, carries -0.827; number 71, C, carries -1.446; number 72, H, carries 0.363; number 73, H, carries 0.440; number 74, H, carries -0.111; number 75, H, carries 0.235; number 76, H, carries 0.275; number 77, H, carries 0.567; number 78, H, carries -0.260; number 79, H, carries -0.381; number 80, H, carries 0.440; number 81, H, carries 0.056; number 82, H, carries 0.695; number 83, H, carries 0.403; number 84, H, carries 0.331; number 85, H, carries 0.229; number 86, H, carries 0.458; number 87, H, carries 0.508; number 88, H, carries 0.532; number 89, H, carries 0.504; number 90, H, carries 0.455; number 91, H, carries 0.209; number 92, C, carries 0.157; number 93, F, carries -0.199; number 94, F, carries -0.148; number 95, F, carries -0.172; number 96, S, carries 0.876; number 97, O, carries 0.107; number 98, O, carries -0.707; number 99, O, carries -0.608